(P)
DFT (ωB97M-V with the def2-TZVPD basis set) results for an isolated ion of composition C5H9N2OS and charge +1.

```
18
C5H9N2OS, DFT ωB97M-V with the def2-TZVPD basis set
C 2.56 1.32 -0.22
C 1.26 1.33 0.17
C 0.32 -0.05 0.47
C 2.44 -1.79 -0.24
C -1.89 0.44 -0.87
N 3.66 1.42 -0.57
N -1.11 0.34 0.46
O -3.16 0.65 -0.41
S 0.71 -1.72 0.32
H 0.63 2.15 0.14
H 2.47 -2.14 -1.30
H 3.17 -2.31 0.34
H 2.71 -0.73 -0.16
H -1.85 -0.54 -1.56
H -1.62 1.28 -1.45
H -1.20 1.27 0.88
H -1.59 -0.47 0.90
H -3.87 0.67 -1.06
```

Results
HOMO level (spin up / spin down) (eV): -12.538 / -12.990
Frontier orbital gap (spin up / spin down) (Ha): 0.26858 / 0.29117
2S+1: 1
Net charge: +1
LUMO energy (spin up / spin down) (eV): -5.2 / -5.1
Structure (SMILES): CS/C(=C\C#N)[NH2+]CO

These are the Mulliken partial charges, in e, on atoms 1 to 6: number 1, C, carries 0.15; number 2, C, carries -0.39; number 3, C, carries 0.01; number 4, C, carries -0.11; number 5, C, carries -0.32; number 6, N, carries -0.33

---

(Q)
DFT (ωB97M-V with the def2-TZVPD basis set) results for an isolated ion of composition C5H9N2OS and charge +1.

```
18
C5H9N2OS, DFT ωB97M-V with the def2-TZVPD basis set
C 2.16 -0.62 -0.55
C 1.94 -0.50 1.69
C 0.91 -0.32 -0.76
C -1.69 -1.20 -0.46
C -1.23 1.46 0.25
N 2.71 -0.67 0.63
N 0.64 -0.38 1.59
O -0.89 0.82 -2.41
S -0.77 0.13 -0.96
H 2.76 -0.92 -1.43
H 2.43 -0.68 2.65
H -2.68 -0.94 -0.28
H -1.50 -2.03 -1.05
H -0.89 0.95 1.20
H -2.29 1.26 0.18
H -0.79 2.42 -0.06
H -0.02 -0.52 2.41
H -0.79 1.74 -2.63
```

Results
HOMO level (eV): -13.120
Frontier orbital gap (Ha): 0.25476
2S+1: 1
Net charge: +1
LUMO energy (eV): -6.2

These are the Mulliken partial charges, in e, on atoms 1 to 6: number 1, C, carries 0.03; number 2, C, carries 0.00; number 3, C, carries 0.16; number 4, C, carries -0.76; number 5, C, carries -0.84; number 6, N, carries -0.49

---

Which of them is most stable, and which least? Most stable: (P); least stable: (Q).